A structure of composition C29H37N5PtS. Source: OMol25; level of theory: ωB97M-V/def2-TZVPD.

## Properties
* charge: -2
* spin multiplicity: 3
* highest occupied orbital energy (alpha / beta): 2.41 / 0.98 eV
* total energy: -52199.42750 eV
* HOMO-LUMO gap (alpha / beta): 0.06168 / 0.11373 Ha
* LUMO energy (alpha / beta): 4.088 / 4.070 eV

Each line ends with the Löwdin spin population.
Geometry (Å):
Pt: 0.42000 0.13413 -0.25467  0.496
N: 0.79518 -0.53468 2.28011  0.072
N: 1.44518 2.18438 1.55195  0.013
C: -0.96134 0.81432 -1.70589  0.023
C: -1.54500 1.47904 -0.54929  0.115
C: -2.46367 0.55461 0.05951  -0.006
C: -3.31689 1.04706 1.15468  0.000
H: -2.89210 1.98313 1.52716  0.001
H: -3.35362 0.33273 1.97828  0.001
H: -4.33408 1.31180 0.84432  0.001
C: -2.32654 -0.71813 -0.56747  0.119
C: -3.01818 -2.02188 -0.45629  0.035
H: -3.95524 -2.11319 -1.01719  0.016
H: -3.17571 -2.36697 0.57312  0.004
H: -2.37802 -2.77443 -0.91845  0.003
C: -1.30598 -0.60588 -1.57859  -0.004
C: -0.94679 -1.59907 -2.61597  0.000
H: -0.77851 -2.58362 -2.16586  0.001
H: -0.02282 -1.28023 -3.10606  0.001
H: -1.74099 -1.68565 -3.37319  -0.001
C: -1.45317 2.94084 -0.32040  0.018
H: -2.37616 3.43056 -0.67769  0.008
H: -0.60212 3.37534 -0.85914  0.000
H: -1.32106 3.19097 0.73975  0.002
C: -0.35761 1.42776 -2.91085  0.001
H: 0.53202 0.85908 -3.20557  0.000
H: -0.06913 2.46332 -2.71689  0.000
H: -1.07419 1.42099 -3.74388  -0.001
C: 0.67505 -1.75146 2.71495  0.018
H: 1.14516 -2.57655 2.18038  0.001
C: -0.31629 -2.05648 3.77984  0.016
H: -0.37955 -3.07989 4.16656  0.005
C: -0.54439 -0.91768 4.69269  0.007
H: -0.86781 -1.15992 5.71489  0.009
C: -0.33875 0.34834 4.25134  0.006
H: -0.53795 1.25451 4.85250  0.002
C: 0.32195 0.55851 2.96383  0.004
C: 0.50934 1.87859 2.51866  0.000
H: 0.28295 2.66231 3.23834  0.000
C: 1.68058 1.34764 0.46600  0.062
C: 2.26067 3.32681 1.45859  -0.001
H: 2.21086 4.09349 2.20419  0.000
C: 2.96081 3.20500 0.33042  0.008
H: 3.66943 3.85556 -0.12742  0.002
N: 2.65600 1.98503 -0.26031  0.011
C: 3.27921 1.37731 -1.39053  0.007
C: 3.18817 1.98825 -2.64924  0.003
C: 3.67864 1.26909 -3.74550  0.000
H: 3.59647 1.70425 -4.73977  0.000
C: 4.28317 0.02489 -3.58655  0.001
C: 4.85865 -0.71529 -4.75526  0.000
H: 4.21763 -1.54941 -5.06429  0.000
H: 5.83566 -1.14158 -4.50392  0.000
H: 4.98295 -0.05299 -5.61462  0.000
C: 4.35809 -0.54139 -2.31524  0.002
H: 4.82977 -1.51305 -2.18213  0.000
C: 3.87075 0.12601 -1.19280  0.013
C: 4.01857 -0.47830 0.16518  0.018
H: 4.72909 0.07980 0.78941  0.001
H: 4.41438 -1.49473 0.05072  0.001
H: 3.07370 -0.56811 0.71623  0.014
C: 2.54643 3.32463 -2.85055  0.001
H: 3.28872 4.13496 -2.81277  0.000
H: 1.77280 3.54997 -2.10890  0.000
H: 2.08426 3.37271 -3.84661  0.000
N: -4.28825 -3.11904 2.94785  0.067
C: -3.47768 -2.18954 3.45239  0.052
N: -3.85786 -1.37406 4.44786  0.054
S: -2.01028 -2.04029 2.56738  0.376
H: -5.25506 -3.29550 3.18157  0.135
H: -3.86909 -3.66976 2.18908  0.052
H: -3.20143 -0.67538 4.77168  0.019
H: -4.64174 -1.55950 5.07104  0.111

Force components x, y, z for each atom (eV/Å):
-0.915 -1.295 -0.173
0.614 2.116 -0.328
1.190 -0.354 -1.700
0.067 -1.032 1.060
-0.597 -1.350 -1.422
0.506 -0.202 -1.075
-0.301 -0.018 0.690
0.037 -0.153 0.233
-0.204 0.067 0.110
-0.139 -0.254 -0.054
0.390 1.318 -0.102
-0.323 -0.797 0.449
-0.162 0.406 0.059
-0.224 0.301 -0.447
0.067 -0.135 0.140
0.173 1.780 0.299
-0.130 -0.305 -0.277
0.042 0.064 -0.264
-0.089 -0.212 -0.045
0.071 -0.196 -0.137
-0.164 0.465 0.151
0.213 0.097 0.111
-0.119 -0.075 0.053
0.001 -0.093 -0.120
0.144 0.063 -0.365
-0.111 0.258 -0.140
0.032 -0.094 -0.099
0.032 0.090 -0.106
-1.994 -1.875 2.885
-0.101 0.177 -0.090
3.447 1.311 0.660
0.113 0.505 -0.093
0.648 -1.569 0.144
-0.122 0.287 -0.439
0.644 0.505 -0.741
0.123 -0.682 -0.146
-0.797 -0.913 0.466
-0.482 0.100 1.203
0.111 0.058 -0.296
0.374 1.987 1.140
-1.302 -1.086 0.532
0.073 0.186 0.068
0.992 -0.205 -1.105
0.355 0.318 -0.042
0.371 0.689 0.423
-0.542 0.496 0.185
0.114 -0.811 0.171
0.257 0.065 0.291
0.027 -0.041 0.070
-0.139 0.096 0.169
0.031 -0.209 -0.287
0.029 0.101 0.034
-0.079 0.069 -0.052
0.015 -0.058 0.002
-0.018 0.420 0.178
-0.062 0.087 -0.045
0.124 -0.055 -0.558
0.178 -0.646 0.361
-0.170 0.065 -0.116
0.030 0.134 0.054
0.133 0.168 -0.192
-0.179 0.457 -0.279
-0.087 -0.123 0.080
0.218 -0.161 -0.074
0.080 -0.044 0.226
-0.510 -1.230 -0.402
1.184 0.383 -1.913
-0.039 0.287 0.607
-2.927 0.368 0.063
0.022 0.135 0.400
-0.478 0.286 0.644
0.074 -0.192 -0.255
0.159 -0.298 -0.431

***

The molecule C29H38BBr2F6NO5. Source: OMol25; level of theory: ωB97M-V/def2-TZVPD.

## Properties
* charge: 0
* highest occupied orbital energy: -9.14 eV
* total energy: -199483.19694 eV
* HOMO-LUMO gap: 0.34417 Ha
* SMILES: COCCC[C@@](O[C@@H](O)CC(C)C)(B(N)O)[C@@](O[C@@H](F)c1ccccc1)([C@H](Br)[C@@H](C)Br)C(F)(F)c1cccc(C(F)(F)F)c1
* LUMO energy: 0.223 eV

Each line ends with the Löwdin charge.
Geometry (Å):
C: -1.61440 -1.24625 5.48495  -0.103
O: -1.83563 -1.70866 4.16218  -0.209
C: -2.57224 -0.79764 3.35645  -0.201
C: -1.68087 0.18403 2.55373  -0.112
C: -1.48817 -0.26057 1.08913  -0.098
C: -0.19193 -1.08881 0.75941  -0.193
O: 0.81744 -0.58211 1.62672  -0.032
C: 1.21911 -1.18747 2.77971  -0.391
O: 2.28565 -2.13992 2.60261  -0.005
C: 1.75476 -0.10021 3.77158  -0.077
C: 2.25973 1.21572 3.11597  -0.356
C: 1.41207 2.39152 3.66937  -0.078
C: 3.71703 1.47606 3.64183  -0.069
B: -0.67198 -2.63459 0.91854  -0.532
N: -1.88299 -3.17300 0.32354  0.198
O: 0.10488 -3.62697 1.54924  0.109
C: 0.42485 -0.83040 -0.67784  -0.214
O: 1.05963 0.43452 -0.77826  -0.122
C: 0.59987 1.65322 -0.34083  -0.277
F: 1.76515 2.38269 -0.07444  0.009
C: -0.17250 2.54178 -1.33615  -0.126
C: -1.53783 2.48464 -1.51608  -0.046
C: -2.19380 3.32287 -2.38368  -0.078
C: -1.48460 4.24788 -3.10484  -0.085
C: -0.11308 4.32184 -2.94934  -0.075
C: 0.52121 3.47947 -2.07193  -0.038
C: 1.71712 -1.81134 -0.71220  -0.468
Br: 3.43585 -0.80654 -1.01095  0.802
C: 1.87862 -3.02941 -1.63666  -0.757
C: 1.09550 -4.30835 -1.27714  -0.120
Br: 1.94241 -2.74555 -3.58732  0.754
C: -0.53867 -0.96114 -1.87072  -0.327
F: -0.79961 -2.26558 -2.21238  0.069
F: -1.82905 -0.53178 -1.53918  0.052
C: -0.26160 -0.20615 -3.17331  -0.123
C: 0.89489 0.39949 -3.60629  -0.073
C: 0.99605 1.08152 -4.79648  -0.046
C: -0.08392 1.20458 -5.62659  -0.001
C: -1.25766 0.58732 -5.22149  -0.110
C: -2.48880 0.71566 -6.09128  -0.564
F: -2.26210 0.33233 -7.35535  0.150
F: -2.90812 2.00741 -6.09018  0.124
F: -3.53855 0.00764 -5.62356  0.127
C: -1.33442 -0.10586 -4.04716  0.043
H: -0.61706 -1.59943 5.78213  0.086
H: -2.31797 -1.73434 6.17190  0.091
H: -1.61543 -0.15555 5.57794  0.094
H: -3.29748 -1.30238 2.70755  0.123
H: -3.18516 -0.18320 4.03612  0.116
H: -0.78329 0.47402 3.10114  0.096
H: -2.29384 1.09729 2.51519  0.124
H: -1.60069 0.62842 0.46974  0.075
H: -2.40228 -0.80489 0.83903  0.099
H: 0.45665 -1.72333 3.36928  0.135
H: 2.23356 -2.75977 3.33510  0.099
H: 0.95110 0.12393 4.48668  0.094
H: 2.56385 -0.54121 4.35692  0.110
H: 2.33860 1.22376 2.02989  0.113
H: 1.95774 3.33843 3.61953  0.070
H: 1.22329 2.22679 4.73961  0.078
H: 0.42626 2.47619 3.19451  0.065
H: 3.87133 1.09011 4.65251  0.073
H: 3.90822 2.55476 3.65286  0.066
H: 4.41901 1.02804 2.93056  0.080
H: -2.56153 -3.45248 1.02556  0.098
H: -2.32582 -2.52922 -0.32529  0.066
H: -0.32942 -3.77902 2.40394  0.115
H: 0.08630 1.71622 0.62479  0.153
H: -2.15802 1.78715 -0.96108  0.102
H: -3.27088 3.28351 -2.51500  0.112
H: -1.94890 4.93634 -3.80600  0.108
H: 0.48660 5.03185 -3.51048  0.109
H: 1.59411 3.60737 -1.97576  0.124
H: 1.95574 -2.19307 0.28496  0.073
H: 2.90593 -3.35455 -1.46611  0.049
H: 0.01144 -4.18970 -1.29124  0.059
H: 1.39566 -4.63236 -0.27643  0.082
H: 1.39776 -5.07151 -1.99862  0.071
H: 1.77803 0.32576 -2.97878  0.074
H: 1.92599 1.54768 -5.10736  0.120
H: -0.04928 1.75444 -6.56132  0.130
H: -2.28944 -0.56996 -3.82724  0.136

Force components x, y, z for each atom (eV/Å):
0.639 -0.747 0.195
-0.198 -0.107 -0.497
0.191 1.151 0.878
-1.137 -0.230 -0.179
-0.279 0.677 -0.023
-1.148 -0.015 -0.171
0.317 -0.286 -0.618
1.150 -0.429 2.892
-0.097 0.422 -0.990
-0.484 0.057 -1.228
0.936 0.789 2.048
-0.107 -0.263 -0.091
-0.402 0.145 -0.829
0.382 -1.695 -0.543
0.171 1.585 0.212
-0.665 1.232 0.938
1.513 -0.203 0.781
-0.909 0.179 0.002
-0.322 2.218 0.417
0.133 -0.543 0.003
0.450 -0.615 0.066
-0.705 -0.750 0.835
-0.699 0.326 -0.385
0.362 0.782 -0.749
-0.032 0.235 -0.275
1.084 0.279 -0.097
0.692 0.144 -1.034
-0.342 -0.131 0.158
0.278 -1.126 0.425
-0.145 0.401 -0.274
-0.163 0.001 0.329
-1.055 0.033 -1.631
0.526 -0.045 0.480
0.457 0.022 0.752
-0.111 0.281 -0.428
1.329 -0.374 1.356
0.499 0.480 -0.623
-0.550 -0.038 -0.208
-0.421 0.068 -0.857
-0.015 0.223 0.881
-0.151 0.229 0.023
0.137 -0.170 -0.484
0.237 -0.103 -0.256
-1.022 -0.595 0.416
-0.136 0.145 -0.051
-0.123 0.422 -0.087
-0.209 -0.123 -0.084
0.414 -0.318 0.050
0.005 -0.177 -0.117
-0.002 -0.278 -0.118
0.226 -0.056 -0.140
0.482 -0.155 0.088
0.321 -0.135 -0.080
-0.471 0.182 -0.837
-0.026 -0.079 -0.144
0.092 0.071 -0.180
-0.154 -0.170 -0.163
-0.474 -0.232 0.104
-0.293 -0.038 -0.364
0.080 -0.019 -0.153
0.188 0.116 -0.046
0.033 0.018 -0.136
0.137 -0.188 -0.008
0.118 -0.112 0.411
0.061 -0.576 -0.268
-0.270 -0.169 0.142
0.338 -0.477 -0.051
-0.021 -0.910 -0.147
0.221 0.010 -0.040
0.102 -0.188 0.161
-0.210 -0.208 0.145
-0.184 -0.001 0.026
-0.103 -0.293 0.173
-0.589 0.123 -0.018
-0.047 0.367 -0.043
0.163 -0.106 -0.079
-0.039 0.100 -0.116
-0.170 0.017 0.141
-0.077 0.120 -0.170
0.030 -0.150 0.300
0.090 -0.041 0.106
0.176 0.012 0.179

***

A structure of composition C29H38BFeN10O4S. Source: OMol25; level of theory: ωB97M-V/def2-TZVPD.

## Properties
* charge: -1
* spin multiplicity: 5
* highest occupied orbital energy (alpha / beta): -5.43 / -5.42 eV
* total energy: -99686.64121 eV
* HOMO-LUMO gap (alpha / beta): 0.29710 / 0.29651 Ha
* LUMO energy (alpha / beta): 2.651 / 2.650 eV

Each line ends with the Löwdin spin population.
Geometry (Å):
Fe: -0.16571 -0.03034 -1.03381  3.768
C: -1.18630 3.38964 -1.39796  0.003
C: -2.55325 3.16041 -0.75734  0.000
C: -3.63754 3.01115 -1.83403  0.000
C: -2.60737 1.96108 0.14660  0.004
C: -3.31707 1.84970 1.34873  0.002
C: -3.24165 0.51411 1.68012  0.002
N: -2.53507 -0.11683 0.73405  0.004
N: -2.13675 0.76800 -0.21127  0.023
B: -2.44611 -1.65203 0.52704  0.001
N: -1.05697 -2.25489 0.80958  0.004
C: -0.73404 -3.19972 1.69376  0.000
C: 0.58286 -3.55963 1.48087  0.001
C: 1.00472 -2.75853 0.41031  0.003
N: -0.00203 -1.97723 0.02455  0.026
C: 2.35533 -2.70668 -0.25029  0.000
C: 3.07683 -1.39621 0.09116  0.000
C: 2.23577 -2.88139 -1.76707  0.000
N: -2.75159 -1.93352 -0.95991  0.001
C: -3.75469 -2.66423 -1.46740  -0.001
C: -3.68378 -2.58917 -2.84234  0.001
C: -2.58380 -1.75058 -3.09806  0.002
N: -2.02999 -1.37243 -1.94802  0.027
C: -2.06255 -1.33811 -4.44535  0.000
C: -1.69681 0.14586 -4.51106  0.000
C: -0.85815 -2.20130 -4.84135  0.000
H: -1.24492 4.18621 -2.14180  0.000
H: -0.83106 2.48847 -1.90319  0.002
H: -0.44991 3.67176 -0.64560  0.000
H: -2.80178 4.03147 -0.14436  0.000
H: -3.44961 2.11433 -2.42499  0.000
H: -3.63812 3.87602 -2.50156  0.000
H: -4.62497 2.91944 -1.37885  0.000
H: -3.80363 2.63998 1.89462  0.000
H: -3.62542 -0.02157 2.53149  0.000
H: -3.25956 -2.20041 1.21861  0.000
H: -1.44796 -3.54875 2.41943  0.000
H: 1.14963 -4.30658 2.01135  0.000
H: 2.93664 -3.54318 0.14842  0.000
H: 2.48074 -0.54351 -0.23567  0.000
H: 4.04654 -1.34610 -0.40925  0.000
H: 3.22755 -1.30144 1.16770  0.000
H: 1.67693 -2.05419 -2.20397  0.000
H: 1.72233 -3.81335 -2.01139  0.000
H: 3.22514 -2.89500 -2.22994  0.000
H: -4.43765 -3.18932 -0.82076  0.000
H: -4.33553 -3.05567 -3.56202  0.000
H: -2.86897 -1.52220 -5.16217  0.000
H: -0.77274 0.34300 -3.97168  0.000
H: -2.48564 0.76252 -4.07787  0.000
H: -1.54446 0.45364 -5.54715  0.000
H: -0.04702 -2.04597 -4.12769  0.000
H: -0.49995 -1.92289 -5.83508  0.000
H: -1.11754 -3.26183 -4.84935  0.000
N: 4.56125 -0.52441 6.37080  0.000
C: 3.48878 -0.19025 5.53728  0.000
C: 2.91163 -1.15284 4.70885  0.000
C: 1.80321 -0.83883 3.94105  0.000
C: 1.27676 0.44299 3.97688  0.001
C: 1.84388 1.40879 4.78947  0.000
C: 2.94280 1.09335 5.57019  0.000
S: -0.19339 0.77809 3.02607  0.002
O: -1.02606 -0.38297 3.22884  0.000
O: -0.72806 2.04388 3.46322  0.001
N: 0.26532 0.76995 1.46306  0.015
C: 1.05071 1.77282 1.04422  0.000
N: 1.28297 1.77311 -0.29801  0.023
C: 1.94021 2.79948 -0.81013  0.002
C: 2.42259 3.84381 -0.04352  0.001
C: 2.20526 3.72651 1.32236  -0.001
N: 1.55120 2.72307 1.87031  0.001
H: 5.09744 -1.32275 6.07425  0.000
H: 5.13673 0.25073 6.65503  0.000
H: 3.33311 -2.15197 4.68063  0.000
H: 1.32446 -1.58316 3.31519  0.000
H: 1.41586 2.40160 4.79004  0.000
H: 3.38919 1.84739 6.20959  0.000
H: 2.09366 2.77415 -1.88542  0.000
H: 2.94940 4.67838 -0.48068  0.000
H: 2.57128 4.48118 2.01494  0.000
O: 1.73004 1.63551 -4.23362  0.010
C: 1.92833 0.82005 -3.34746  0.010
O: 1.05803 0.20326 -2.64213  0.058
H: 2.98008 0.54705 -3.10008  0.001

Force components x, y, z for each atom (eV/Å):
-0.016 0.257 -0.092
-0.143 0.012 0.155
0.078 -0.045 -0.155
0.044 0.064 0.080
-0.122 -0.062 0.049
-0.039 -0.017 -0.037
-0.082 0.088 -0.076
-0.288 -0.177 -0.042
0.529 0.057 -0.167
0.012 0.183 -0.198
-0.041 -0.007 0.139
0.088 -0.042 0.051
0.028 -0.076 -0.037
0.036 0.015 0.082
0.313 0.509 -0.237
-0.030 0.172 -0.089
-0.085 -0.125 0.033
-0.022 -0.056 0.074
-0.225 -0.015 0.099
0.054 -0.061 -0.111
-0.045 0.059 0.014
-0.070 -0.071 0.070
0.407 0.101 -0.354
0.194 0.049 0.022
-0.091 -0.052 0.036
-0.072 0.042 -0.014
0.014 0.013 -0.016
-0.012 0.060 -0.073
-0.063 -0.008 -0.056
0.022 0.005 0.020
-0.004 -0.019 -0.028
-0.013 -0.004 -0.010
-0.009 -0.029 -0.022
0.018 -0.012 0.018
0.013 -0.024 -0.054
0.018 -0.005 0.068
-0.064 0.032 -0.025
0.036 0.017 -0.017
-0.013 -0.004 0.053
0.041 0.047 -0.028
0.009 -0.013 0.008
0.010 0.030 0.022
0.003 -0.004 -0.019
0.003 0.005 -0.022
0.013 -0.012 0.009
0.001 0.038 0.038
0.000 0.016 -0.013
-0.038 -0.068 0.043
-0.003 0.038 0.002
-0.038 0.017 -0.039
0.022 0.005 -0.009
0.017 -0.002 -0.015
0.029 -0.001 0.007
0.013 -0.004 0.017
-0.057 -0.035 0.090
-0.047 0.077 -0.015
-0.011 0.006 -0.012
0.029 -0.032 -0.022
-0.190 0.082 -0.048
0.005 0.034 -0.103
0.066 -0.030 0.005
0.167 -0.093 -0.194
0.109 -0.166 -0.013
0.103 -0.010 0.044
0.159 0.118 0.552
-0.109 0.275 -0.007
-0.414 -0.415 0.367
0.239 -0.220 -0.319
0.035 0.009 0.006
-0.054 -0.067 0.013
0.054 -0.079 0.110
0.052 0.036 -0.034
0.046 -0.010 -0.043
-0.034 -0.016 -0.003
0.065 -0.028 0.004
-0.004 0.008 0.013
-0.010 -0.011 0.017
-0.068 0.087 0.044
-0.002 -0.005 -0.006
0.046 0.003 -0.029
-0.097 0.058 0.032
0.241 -0.056 -0.044
-0.710 -0.392 0.450
-0.050 -0.050 -0.007

***

> Which of these has the lowest charge?

C29H37N5PtS